Entry from the Open Molecules 2025 dataset: C4H7NO in the gas phase (ωB97M-V with the def2-TZVPD basis set).

Geometry as ORCA input:
```
! RIJCOSX wB97M-V def2-TZVPD def2/J DEFGRID3
* xyz 0 1
C 0.13 -1.74 -0.67
C 1.46 -1.20 -0.35
C 1.48 0.15 0.38
N 0.61 1.10 0.39
O -0.57 0.60 0.02
C -1.72 1.45 0.40
H -0.91 -1.11 -0.26
H 0.29 -2.84 -1.03
H 2.45 -1.64 -0.79
H 2.54 0.62 0.44
H -2.47 1.12 -0.38
H -1.87 0.81 1.46
H -1.42 2.69 0.40
*
```

Calculated values
- Frontier orbital gap: 9.48 eV
- E_tot: -7792.74086 eV
- ΔE to the lowest compared entry with this formula, charge and spin: 6.904 eV
- SMILES string: C=C/C=N\OC